Record 1
Computed, not measured: a 9-piece molecular cluster, C47H107N5O9 overall in a non-equilibrium geometry, with wB97M-V/def2-TZVPD.

Geometry (Å):
C (-0.925, -3.389, 3.254)
C (-1.113, -2.727, 4.613)
C (0.045, -3.097, 5.544)
C (-1.146, -1.218, 4.353)
C (-1.675, -0.411, 5.540)
C (-2.955, -1.006, 6.122)
C (-3.081, -2.525, 6.272)
C (-2.617, -3.031, 7.645)
C (-4.584, -2.821, 6.118)
N (-2.404, -3.166, 5.145)
O (-2.540, -4.560, 5.118)
H (-0.202, -2.993, 2.541)
H (-0.800, -4.464, 3.395)
H (-1.865, -3.313, 2.701)
H (0.180, -2.517, 6.453)
H (-0.054, -4.157, 5.828)
H (1.007, -3.205, 5.028)
H (-0.216, -0.843, 3.929)
H (-1.901, -1.084, 3.561)
H (-0.877, -0.462, 6.290)
H (-1.830, 0.617, 5.219)
H (-3.850, -0.505, 5.750)
H (-2.902, -0.576, 7.133)
H (-1.540, -3.040, 7.798)
H (-2.998, -4.028, 7.880)
H (-3.085, -2.372, 8.380)
H (-4.786, -3.871, 6.327)
H (-4.959, -2.449, 5.170)
H (-5.114, -2.276, 6.909)
H (-2.188, -4.887, 5.963)
C (-7.098, 0.907, 1.498)
C (-5.886, 1.294, 0.659)
C (-4.975, 0.044, 0.534)
C (-6.367, 1.653, -0.750)
C (-5.319, 2.315, -1.670)
C (-4.761, 3.522, -0.935)
C (-4.211, 3.208, 0.448)
C (-2.828, 2.545, 0.407)
C (-4.013, 4.553, 1.165)
N (-5.157, 2.421, 1.237)
O (-4.619, 2.104, 2.521)
H (-7.683, 0.077, 1.105)
H (-6.763, 0.660, 2.508)
H (-7.818, 1.733, 1.514)
H (-4.354, 0.109, -0.360)
H (-4.322, -0.002, 1.407)
H (-5.525, -0.894, 0.439)
H (-6.824, 0.842, -1.315)
H (-7.094, 2.464, -0.613)
H (-4.518, 1.645, -1.990)
H (-5.884, 2.650, -2.541)
H (-5.515, 4.311, -0.939)
H (-3.886, 3.913, -1.465)
H (-2.462, 2.379, 1.419)
H (-2.113, 3.157, -0.146)
H (-2.797, 1.569, -0.085)
H (-3.751, 4.381, 2.212)
H (-4.964, 5.087, 1.246)
H (-3.236, 5.163, 0.709)
H (-5.415, 2.219, 3.051)
C (4.512, -3.290, -5.048)
C (3.206, -2.630, -4.611)
C (2.651, -3.497, -3.428)
C (3.579, -1.234, -4.113)
C (2.404, -0.363, -3.792)
C (1.443, -0.284, -4.978)
C (1.041, -1.635, -5.538)
C (-0.134, -2.215, -4.714)
C (0.446, -1.427, -6.937)
N (2.216, -2.496, -5.665)
O (1.862, -3.727, -6.265)
H (5.233, -3.286, -4.236)
H (4.347, -4.325, -5.358)
H (4.869, -2.782, -5.947)
H (1.946, -2.991, -2.772)
H (2.186, -4.407, -3.812)
H (3.499, -3.831, -2.829)
H (4.248, -1.360, -3.256)
H (4.237, -0.708, -4.816)
H (1.877, -0.764, -2.919)
H (2.659, 0.658, -3.490)
H (2.012, 0.199, -5.787)
H (0.680, 0.447, -4.728)
H (-0.896, -1.429, -4.712)
H (0.079, -2.498, -3.683)
H (-0.692, -3.051, -5.144)
H (1.271, -1.321, -7.654)
H (0.020, -0.422, -7.042)
H (-0.234, -2.172, -7.335)
H (1.475, -4.205, -5.517)
C (2.448, 5.044, -0.337)
C (1.158, 5.275, -1.135)
C (-0.001, 5.540, -0.157)
C (1.408, 6.550, -1.948)
C (0.328, 6.731, -3.019)
C (0.313, 5.514, -3.926)
C (0.081, 4.170, -3.205)
C (-1.393, 3.968, -2.861)
C (0.615, 3.032, -4.082)
N (0.934, 4.123, -1.991)
O (0.690, 2.952, -1.235)
H (2.264, 4.397, 0.525)
H (2.912, 5.958, 0.041)
H (3.242, 4.608, -0.949)
H (-0.863, 5.922, -0.698)
H (0.306, 6.240, 0.624)
H (-0.289, 4.637, 0.383)
H (1.314, 7.398, -1.268)
H (2.377, 6.562, -2.450)
H (0.486, 7.658, -3.575)
H (-0.649, 6.876, -2.552)
H (1.233, 5.383, -4.500)
H (-0.511, 5.627, -4.637)
H (-1.565, 3.053, -2.299)
H (-1.776, 4.801, -2.269)
H (-1.960, 4.004, -3.796)
H (1.700, 2.956, -4.040)
H (0.234, 2.098, -3.665)
H (0.268, 3.199, -5.103)
H (1.510, 2.455, -1.332)
C (4.493, -2.404, -0.374)
C (5.572, -1.598, 0.371)
C (6.909, -1.904, -0.289)
C (5.331, -0.099, 0.201)
C (4.329, 0.525, 1.173)
C (4.463, 0.052, 2.631)
C (4.727, -1.442, 2.800)
C (5.362, -1.630, 4.186)
C (3.370, -2.202, 2.771)
N (5.660, -1.911, 1.795)
O (6.186, -3.182, 2.046)
H (4.571, -2.158, -1.432)
H (4.607, -3.474, -0.197)
H (3.483, -2.097, -0.096)
H (6.964, -1.388, -1.250)
H (7.760, -1.520, 0.284)
H (7.149, -2.963, -0.389)
H (6.232, 0.497, 0.078)
H (4.777, 0.027, -0.740)
H (4.390, 1.618, 1.138)
H (3.273, 0.402, 0.885)
H (3.624, 0.382, 3.239)
H (5.396, 0.563, 2.907)
H (4.844, -1.045, 4.943)
H (6.402, -1.303, 4.119)
H (5.401, -2.689, 4.442)
H (3.557, -3.275, 2.725)
H (2.852, -1.874, 1.871)
H (2.772, -1.913, 3.633)
H (5.461, -3.820, 1.944)
C (-0.676, -0.086, -0.683)
C (0.501, -0.999, -0.660)
O (0.554, -1.655, 0.623)
H (-0.636, 0.677, 0.095)
H (-1.573, -0.682, -0.513)
H (-0.782, 0.462, -1.621)
H (1.450, -0.459, -0.818)
H (0.624, -1.816, -1.379)
H (1.064, -2.468, 0.579)
O (-2.835, -2.420, 0.627)
H (-3.574, -2.293, 1.231)
H (-2.062, -2.099, 1.109)
O (-2.429, -2.604, -2.309)
H (-2.934, -1.920, -2.758)
H (-2.592, -2.456, -1.368)
O (-0.334, -5.072, -1.328)
H (-0.613, -5.383, -0.462)
H (-0.797, -4.234, -1.448)

Values from the calculation:
structure (SMILES) = CC1(C)CCCC(C)(C)N1O.CC1(C)CCCC(C)(C)N1O.CC1(C)CCCC(C)(C)N1O.CC1(C)CCCC(C)(C)N1O.CC1(C)CCCC(C)(C)N1O.CCO.O.O.O
orbital gap = 8.586 eV

Record 2
Computed, not measured: a 9-piece molecular cluster, C47H117N7O15 overall in a non-equilibrium geometry, with wB97M-V/def2-TZVPD.

Geometry (Å):
C (25.056, 22.243, -29.524)
C (25.786, 21.268, -30.468)
C (27.028, 20.684, -29.763)
C (24.889, 20.050, -30.759)
C (25.462, 19.320, -32.003)
C (25.374, 20.270, -33.132)
C (26.188, 21.569, -33.038)
C (27.629, 21.285, -33.294)
C (25.670, 22.595, -34.142)
N (26.007, 22.101, -31.683)
O (26.634, 23.342, -31.531)
H (24.509, 21.832, -28.676)
H (25.683, 23.000, -29.052)
H (24.347, 22.879, -30.055)
H (27.732, 21.506, -29.889)
H (27.048, 20.516, -28.686)
H (27.405, 19.818, -30.306)
H (25.005, 19.315, -29.962)
H (23.870, 20.413, -30.894)
H (26.475, 18.938, -31.877)
H (24.879, 18.442, -32.278)
H (24.313, 20.479, -33.271)
H (25.704, 19.640, -33.958)
H (28.217, 22.200, -33.370)
H (27.735, 20.914, -34.314)
H (28.053, 20.510, -32.656)
H (26.273, 23.499, -34.221)
H (24.676, 22.913, -33.827)
H (25.560, 22.045, -35.077)
H (25.885, 23.874, -31.252)
C (24.137, 30.760, -31.829)
O (25.472, 30.184, -31.785)
C (26.374, 31.071, -31.071)
C (27.797, 30.605, -31.189)
N (28.143, 30.657, -32.604)
C (29.443, 30.002, -32.825)
C (29.191, 28.557, -33.272)
O (28.447, 28.394, -34.446)
C (28.882, 29.076, -35.663)
H (23.706, 30.716, -30.829)
H (23.505, 30.102, -32.425)
H (24.145, 31.789, -32.191)
H (26.128, 31.164, -30.013)
H (26.289, 32.106, -31.403)
H (27.833, 29.605, -30.757)
H (28.438, 31.286, -30.629)
H (27.422, 30.124, -33.069)
H (30.046, 30.063, -31.919)
H (29.962, 30.562, -33.603)
H (28.838, 27.928, -32.454)
H (30.207, 28.247, -33.514)
H (29.963, 28.956, -35.731)
H (28.651, 30.140, -35.638)
H (28.376, 28.603, -36.504)
C (16.732, 25.559, -28.493)
O (16.538, 26.166, -29.771)
C (15.702, 25.344, -30.513)
C (15.296, 26.207, -31.744)
N (16.366, 26.597, -32.459)
C (16.793, 25.592, -33.434)
C (18.169, 25.906, -33.890)
O (19.031, 26.026, -32.721)
C (20.406, 26.237, -33.228)
H (15.819, 25.601, -27.899)
H (17.600, 25.955, -27.967)
H (17.041, 24.515, -28.557)
H (14.850, 24.982, -29.938)
H (16.179, 24.401, -30.781)
H (14.849, 27.099, -31.306)
H (14.561, 25.840, -32.460)
H (17.072, 26.799, -31.765)
H (16.092, 25.514, -34.266)
H (16.738, 24.599, -32.988)
H (18.206, 26.917, -34.297)
H (18.594, 25.246, -34.646)
H (21.210, 25.799, -32.636)
H (20.539, 27.314, -33.125)
H (20.498, 25.930, -34.270)
C (28.014, 25.405, -29.045)
O (27.835, 26.140, -27.762)
C (27.244, 27.439, -27.985)
C (26.654, 27.952, -26.604)
N (25.799, 26.874, -26.096)
C (25.162, 27.259, -24.791)
C (24.382, 26.045, -24.263)
O (23.194, 26.375, -23.568)
C (23.503, 26.947, -22.349)
H (27.076, 25.432, -29.601)
H (28.251, 24.354, -28.878)
H (28.811, 25.852, -29.640)
H (26.463, 27.657, -28.714)
H (28.070, 28.095, -28.261)
H (26.039, 28.781, -26.957)
H (27.383, 28.099, -25.808)
H (26.419, 26.112, -25.862)
H (24.517, 28.137, -24.813)
H (26.005, 27.562, -24.170)
H (25.086, 25.443, -23.688)
H (24.089, 25.383, -25.077)
H (23.691, 28.017, -22.436)
H (24.204, 26.388, -21.729)
H (22.530, 27.025, -21.865)
C (25.539, 29.273, -35.277)
O (24.973, 29.553, -36.489)
C (23.856, 30.474, -36.547)
C (22.515, 29.824, -36.223)
N (22.297, 28.674, -37.091)
C (21.003, 28.027, -36.593)
C (20.732, 26.773, -37.398)
O (19.605, 26.100, -36.807)
C (19.116, 25.033, -37.609)
H (26.140, 30.112, -34.929)
H (26.055, 28.321, -35.403)
H (24.709, 29.003, -34.623)
H (23.855, 30.951, -37.527)
H (24.053, 31.240, -35.797)
H (21.700, 30.548, -36.220)
H (22.613, 29.683, -35.147)
H (23.052, 28.017, -36.954)
H (20.047, 28.480, -36.856)
H (20.884, 27.827, -35.528)
H (21.610, 26.138, -37.508)
H (20.563, 27.008, -38.449)
H (18.708, 25.320, -38.578)
H (18.330, 24.592, -36.996)
H (19.719, 24.154, -37.838)
C (20.160, 26.721, -29.488)
O (21.348, 26.070, -29.652)
C (22.460, 26.787, -29.029)
C (23.808, 26.090, -29.304)
N (24.057, 25.614, -30.681)
C (24.511, 26.722, -31.544)
C (24.827, 26.259, -32.953)
O (23.605, 25.816, -33.540)
C (23.570, 25.441, -34.922)
H (19.981, 27.092, -28.479)
H (19.417, 25.959, -29.722)
H (19.898, 27.547, -30.148)
H (22.386, 26.627, -27.953)
H (22.532, 27.844, -29.284)
H (23.864, 25.151, -28.754)
H (24.558, 26.758, -28.881)
H (23.213, 25.407, -31.197)
H (25.406, 27.201, -31.148)
H (23.804, 27.551, -31.530)
H (25.450, 25.365, -32.942)
H (25.271, 27.095, -33.495)
H (24.490, 24.888, -35.114)
H (23.697, 26.249, -35.642)
H (22.607, 24.951, -35.060)
C (27.823, 25.610, -35.776)
O (27.209, 24.496, -36.245)
C (28.082, 23.469, -36.762)
C (28.062, 23.428, -38.257)
N (26.936, 22.746, -38.941)
C (25.691, 23.385, -38.528)
C (24.394, 22.565, -38.995)
O (24.572, 22.335, -40.350)
C (23.727, 21.352, -40.909)
H (28.523, 25.334, -34.987)
H (27.082, 26.207, -35.244)
H (28.495, 25.902, -36.584)
H (27.671, 22.552, -36.339)
H (29.065, 23.625, -36.317)
H (28.934, 22.906, -38.652)
H (27.951, 24.416, -38.704)
H (27.165, 22.684, -39.923)
H (25.782, 24.443, -38.774)
H (25.513, 23.391, -37.452)
H (23.518, 23.173, -38.767)
H (24.309, 21.664, -38.387)
H (24.059, 20.340, -40.675)
H (23.901, 21.348, -41.985)
H (22.652, 21.474, -40.774)
C (18.092, 29.450, -28.917)
O (17.849, 30.816, -28.627)
H (19.160, 29.275, -29.047)
H (17.888, 28.749, -28.109)
H (17.732, 29.088, -29.881)
H (17.078, 30.958, -28.072)
C (22.073, 22.918, -32.475)
O (20.821, 22.988, -31.776)
H (22.599, 21.990, -32.249)
H (21.845, 22.810, -33.535)
H (22.635, 23.842, -32.338)
H (20.945, 23.595, -31.043)

Values from the calculation:
structure (SMILES) = CC1(C)CCCC(C)(C)N1O.COCCNCCOC.COCCNCCOC.COCCNCCOC.COCCNCCOC.COCCNCCOC.COCCNCCOC.CO.CO
orbital gap = 8.239 eV

In the order shown, the computed E_tot values come out to -76346.045 -91764.140 eV.
In the order shown, the computed HOMO level values come out to -8.20 -7.73 eV.